[1]
Here is one molecule with the formula C4H8O from the Open Molecules 2025 dataset. Energies are from ωB97M-V/def2-TZVPD.

Values from the calculation:
* SMILES: OCC1CC1
* E_tot: -232.40162 Eh
* molecular weight: 72.11 u
* energy above the lowest of the compared OMol25 structures with the same formula, charge and spin: 1.1976 eV
* E_HOMO: -9.990 eV
* LUMO: 1.106 eV
* frontier orbital gap: 0.4078 hartree

The geometry in ORCA input format:
```
! RIJCOSX wB97M-V def2-TZVPD def2/J DEFGRID3
* xyz 0 1
O 1.528 -0.819 1.070
C 1.328 0.378 0.350
C 0.044 0.395 -0.475
C -1.309 0.546 0.159
C -0.944 -0.752 -0.499
H 1.224 -1.514 0.478
H 2.191 0.538 -0.310
H 1.325 1.187 1.090
H 0.155 0.886 -1.440
H -1.340 0.556 1.246
H -2.021 1.199 -0.338
H -0.800 -1.625 0.136
H -1.383 -0.974 -1.466
*
```

Atom charges from the natural (NBO) analysis, given in e for atoms 1 to 4:
1. O -0.711
2. C -0.060
3. C -0.264
4. C -0.415

[2]
Here is C3H16BClN6O3V as an isolated structure from the Open Molecules 2025 dataset. Energies are from ωB97M-V/def2-TZVPD.

Values from the calculation:
* E_tot: -2107.22146 Eh
* molecular weight: 281.41 u
* E_HOMO (spin up / spin down): -9.447 / -9.451 eV
* LUMO (spin up / spin down): -1.883 / -1.956 eV
* frontier orbital gap (spin up / spin down): 0.2780 / 0.2754 hartree

The geometry in ORCA input format:
```
! RIJCOSX wB97M-V def2-TZVPD def2/J DEFGRID3
* xyz 0 4
V 0.045 -18.746 35.385
B -2.257 -18.849 35.822
H -1.681 -17.920 36.216
H -1.713 -19.786 36.236
H -3.348 -18.810 36.184
H -2.223 -18.814 34.663
Cl -0.081 -18.589 32.895
C -3.977 -20.734 31.784
O -4.499 -19.921 32.544
N -4.649 -21.839 31.376
N -2.688 -20.609 31.349
H -4.200 -22.623 30.942
H -5.601 -21.933 31.672
H -2.100 -19.928 31.798
H -2.207 -21.354 30.881
C -0.370 -17.347 28.924
O -0.597 -17.101 27.747
N 0.687 -16.819 29.633
N -1.214 -18.130 29.662
H 0.858 -17.127 30.573
H 1.122 -15.973 29.319
H -1.072 -18.314 30.634
H -1.918 -18.498 29.043
C -2.190 -14.968 33.781
O -2.412 -15.833 34.632
N -1.418 -15.257 32.689
N -2.551 -13.664 33.892
H -1.199 -14.512 32.052
H -1.022 -16.154 32.485
H -3.194 -13.415 34.623
H -2.531 -13.035 33.113
*
```

Atom charges from the natural (NBO) analysis, given in e for atoms 1 to 4:
1. V 1.460
2. B -0.767
3. H -0.025
4. H -0.039

[3]
Here is C28H50Br4ClFI4N3O6P2 as an isolated structure from the Open Molecules 2025 dataset. Energies are from ωB97M-V/def2-TZVPD.

Values from the calculation:
* E_tot: -14441.88499 Eh
* molecular weight: 1468.35 u
* E_HOMO: -10.448 eV
* LUMO: -2.869 eV
* frontier orbital gap: 0.2785 hartree

The geometry in ORCA input format:
```
! RIJCOSX wB97M-V def2-TZVPD def2/J DEFGRID3
* xyz 1 1
C -0.496 1.800 5.262
C -0.110 2.699 4.082
C 0.805 2.094 3.008
Cl 2.157 1.313 3.938
C 0.196 1.249 1.835
C -1.328 1.396 1.769
C 0.314 -0.321 2.138
P -1.191 -0.997 3.110
N -2.318 -1.612 1.977
O -0.636 -2.332 3.866
C 1.097 -1.034 0.967
C 0.763 -2.502 0.594
N -0.131 -3.232 1.438
C -0.733 -4.367 0.726
C 2.584 -1.081 1.533
I 2.810 -2.523 3.130
C 3.851 -1.222 0.637
C 5.031 -0.519 1.348
I 4.611 -3.217 0.308
N 0.797 -0.006 -0.166
C -0.608 -0.384 -0.698
C -1.405 0.553 -1.592
C -2.610 1.351 -1.079
C -3.512 1.647 -2.258
O -4.118 0.439 -2.704
C -3.831 -0.018 -3.950
C -3.821 0.940 -5.099
O -3.639 -1.199 -4.109
P 1.868 -0.519 -1.781
O 0.875 -0.556 -3.048
O 2.205 -2.091 -1.656
C 0.930 1.422 0.398
C 2.465 1.689 0.605
C 3.040 3.067 0.462
O 3.978 3.324 -0.222
F 2.532 3.995 1.265
C 0.623 2.576 -0.625
I 1.585 2.337 -2.540
C 0.019 3.779 -0.646
C -0.128 4.632 -1.873
I -0.710 4.946 0.943
H -0.455 0.748 5.017
H -1.499 2.018 5.606
H 0.182 1.955 6.091
H -1.008 3.132 3.681
H 0.462 3.518 4.505
H 1.318 2.929 2.570
H -1.800 0.576 1.252
H -1.668 2.245 1.210
H -1.785 1.471 2.742
H 0.935 -0.464 3.014
H -3.171 -1.080 2.107
H -2.534 -2.586 2.138
H -0.139 -2.033 4.637
H 1.713 -3.028 0.486
H 0.390 -2.632 -0.412
H 0.319 -3.622 2.252
H -1.161 -5.023 1.472
H 0.051 -4.951 0.235
H -1.456 -4.034 -0.010
H 2.813 -0.234 2.140
H 3.806 -0.744 -0.328
H 5.426 -1.129 2.148
H 5.825 -0.409 0.619
H 4.747 0.466 1.700
H -0.455 -1.263 -1.311
H -1.218 -0.830 0.085
H -1.840 -0.092 -2.352
H -0.812 1.224 -2.197
H -2.281 2.329 -0.743
H -3.173 0.838 -0.311
H -2.927 2.148 -3.026
H -4.286 2.344 -1.955
H -3.868 1.982 -4.817
H -2.879 0.801 -5.617
H -4.610 0.690 -5.793
H 0.268 -1.310 -3.107
H 1.570 -2.719 -2.029
H 2.781 1.416 1.601
H 3.057 1.093 -0.068
H -0.630 4.091 -2.669
H -0.751 5.488 -1.661
H 0.827 5.021 -2.208
Br -0.822 -6.794 3.479
C -2.353 -7.907 3.023
C -1.950 -9.069 2.157
Br -1.598 -8.504 0.330
H -3.077 -7.262 2.538
H -2.753 -8.254 3.972
H -2.760 -9.790 2.091
H -1.052 -9.560 2.513
Br -0.660 5.201 -5.882
C 1.241 5.428 -5.543
C 2.091 4.633 -6.497
Br 2.056 2.739 -6.056
H 1.406 5.138 -4.511
H 1.435 6.492 -5.659
H 3.131 4.938 -6.414
H 1.768 4.716 -7.528
*
```

Atom charges from the Mulliken analysis, given in e for atoms 1 to 4:
1. C -1.097
2. C -1.096
3. C 0.276
4. Cl -0.125

[4]
Here is C37H61N6O7Si4Ti as an isolated structure from the Open Molecules 2025 dataset. Energies are from ωB97M-V/def2-TZVPD.

Values from the calculation:
* E_tot: -4309.42963 Eh
* molecular weight: 862.14 u
* energy above the lowest of the compared OMol25 structures with the same formula, charge and spin: 0.5395 eV
* E_HOMO: -4.129 eV
* LUMO: 2.245 eV
* frontier orbital gap: 0.2342 hartree

The geometry in ORCA input format:
```
! RIJCOSX wB97M-V def2-TZVPD def2/J DEFGRID3
* xyz -1 1
Ti -0.415 -0.435 1.292
O -2.142 3.113 -0.671
C -3.224 2.538 -1.233
C -4.096 3.364 -1.950
C -5.230 2.848 -2.542
C -5.526 1.491 -2.435
C -4.665 0.671 -1.732
C -3.510 1.168 -1.124
C -2.620 0.248 -0.381
O -1.446 0.735 0.010
N -2.918 -0.986 -0.157
N -1.760 -1.543 0.423
C -1.745 -2.152 1.660
C -2.688 -1.782 2.737
C -3.641 -2.604 3.313
C -4.435 -2.133 4.357
C -4.270 -0.835 4.816
C -3.302 0.002 4.270
C -2.498 -0.487 3.248
O -1.462 0.195 2.746
H -1.631 2.382 -0.234
H -3.849 4.416 -2.014
H -5.892 3.508 -3.090
H -6.413 1.081 -2.899
H -4.861 -0.388 -1.630
H -1.387 -3.186 1.678
H -3.773 -3.612 2.936
H -5.184 -2.776 4.804
H -4.898 -0.470 5.621
H -3.140 1.007 4.638
N 3.093 -0.359 -3.031
C 2.705 0.655 -4.033
C 1.411 0.277 -4.760
C 0.104 0.560 -4.013
N -0.125 -0.456 -2.985
C 0.113 1.960 -3.395
C 1.359 2.288 -2.566
N 1.339 1.560 -1.300
C 2.607 2.052 -3.421
H 2.203 -1.438 -1.923
H 3.975 -0.084 -2.608
H 3.267 -1.245 -3.507
H 3.489 0.706 -4.802
H 1.447 -0.776 -5.062
H 1.389 0.856 -5.690
H -0.700 0.553 -4.764
H -0.278 -1.364 -3.410
H -0.952 -0.241 -2.436
H -0.777 2.102 -2.781
H 0.044 2.682 -4.215
H 1.318 3.357 -2.335
H 2.236 1.597 -0.830
H 1.139 0.581 -1.481
H 3.509 2.271 -2.837
H 2.598 2.768 -4.251
N 1.071 -2.145 1.574
H 0.741 -2.995 1.129
H 1.075 -2.288 2.581
H 2.023 -1.967 1.269
C 0.942 -1.090 4.899
Si 1.482 0.694 4.521
C 2.999 0.965 5.633
C 0.114 1.819 5.178
Si 1.855 1.025 2.221
Si 4.107 0.460 1.941
C 5.369 1.545 2.845
C 4.483 -1.325 2.484
C 4.602 0.515 0.110
Si 1.785 3.367 2.129
C 2.615 4.256 3.592
C 2.665 4.094 0.615
C -0.020 3.936 2.092
H 0.698 -1.174 5.963
H 1.744 -1.807 4.696
H 0.044 -1.375 4.344
H 2.688 0.907 6.682
H 3.466 1.938 5.471
H 3.755 0.193 5.470
H -0.320 1.372 6.079
H -0.682 1.938 4.444
H 0.499 2.805 5.447
H 5.341 1.388 3.924
H 5.201 2.606 2.654
H 6.374 1.293 2.489
H 4.027 -1.574 3.444
H 4.145 -2.056 1.744
H 5.565 -1.454 2.584
H 4.459 1.505 -0.330
H 3.992 -0.194 -0.455
H 5.654 0.238 -0.014
H 3.698 4.118 3.590
H 2.235 3.923 4.559
H 2.415 5.330 3.506
H 3.690 3.728 0.507
H 2.714 5.182 0.731
H 2.114 3.879 -0.301
H -0.272 4.479 3.007
H -0.713 3.097 2.004
H -0.204 4.601 1.244
O 2.473 -3.286 -3.343
C 1.783 -3.253 -2.337
O 1.797 -2.239 -1.476
C 0.854 -4.355 -1.970
C 1.106 -5.610 -2.508
C 0.279 -6.700 -2.235
C -0.802 -6.460 -1.426
O -1.756 -7.346 -1.010
C -2.722 -6.571 -0.294
O -2.196 -5.262 -0.130
C -1.064 -5.205 -0.899
C -0.258 -4.122 -1.142
H 1.966 -5.727 -3.153
H 0.473 -7.681 -2.644
H -2.885 -7.019 0.686
H -3.647 -6.523 -0.875
H -0.530 -3.141 -0.760
*
```

Atom charges from the Mulliken analysis, given in e for atoms 1 to 4:
1. Ti -0.685
2. O -0.629
3. C 0.320
4. C -0.695